# C4H8O2

A molecular structure, C4H8O2 (wB97M-V/def2-TZVPD, OMol25).

Last column: Mulliken charge in e.
Cartesian coordinates (Å):
C  1.72963  -0.06229  -0.46087  -1.03
C  0.87471  -0.63058  0.64122  0.08
O  0.28316  0.27435  1.53183  -0.27
C  -0.88971  -0.23262  0.90097  -0.46
C  -1.39952  0.73346  -0.15017  -0.15
O  -2.36709  0.11472  -0.96272  -0.48
H  1.20417  0.69625  -1.04361  0.26
H  2.06575  -0.85727  -1.13437  0.31
H  2.61490  0.40858  -0.02070  0.30
H  1.33213  -1.46486  1.18584  0.45
H  -0.13611  -1.21028  0.25723  0.26
H  -0.66675  1.21002  -0.81217  0.15
H  -1.83273  1.54950  0.46013  0.24
H  -2.81255  -0.52898  -0.39261  0.36

## Properties
E_HOMO: -8.40 eV
Electronic energy: -8368.0318 eV
Net charge: 0